[1]
{"formula": "C21H41IrN7OSi4", "method": "the ωB97M-V functional and the def2-TZVPD basis", "e_tot_ev": -69255.6946, "max_force_ev_per_a": 2.81, "relative_energy_kj_mol": 161.96, "total_charge": 2, "homo_energy_ev": [-13.28, -13.22], "e_lumo_ev": [-5.99, -7.92], "multiplicity": 2, "species": ["Ir", "Si", "Si", "Si", "Si", "O", "N", "N", "N", "N", "N", "N", "N", "C", "C", "C", "C", "C", "C", "C", "C", "C", "C", "C", "C", "C", "C", "C", "C", "C", "C", "C", "C", "C", "H", "H", "H", "H", "H", "H", "H", "H", "H", "H", "H", "H", "H", "H", "H", "H", "H", "H", "H", "H", "H", "H", "H", "H", "H", "H", "H", "H", "H", "H", "H", "H", "H", "H", "H", "H", "H", "H", "H", "H", "H"], "xyz": [[1.75810, -1.04433, -0.58448], [-0.31354, 0.86352, -3.42569], [0.52406, 2.95843, -0.38873], [-2.62303, -0.24492, 0.45396], [0.30057, 0.67535, -1.12892], [-0.91859, -0.63233, 4.52131], [2.00831, -1.43730, 1.45276], [-2.74290, -1.93041, 0.95226], [0.83363, 0.47858, 5.44519], [-0.19592, -1.54967, -0.19940], [-1.64500, -3.44087, 2.37446], [-1.56139, -2.53049, 1.30765], [-0.41321, -2.34816, 0.79681], [3.28673, -2.13395, -1.81073], [-1.83455, 1.93716, -3.34808], [-0.70834, -0.90672, -3.92130], [3.62484, -0.00746, -0.95229], [-1.12804, 3.80137, -0.51877], [0.27317, -0.39824, 4.59862], [1.64904, -2.41945, 4.02387], [2.30058, -3.17945, 3.06841], [1.18564, -1.16032, 3.67195], [2.85383, 0.12547, -2.11977], [1.40262, -0.69319, 2.38886], [-4.17275, 0.22540, -0.42876], [1.00943, 1.56706, -4.54059], [1.82017, 3.76487, -1.45865], [-1.15426, -0.50089, -0.68762], [3.89100, -1.39380, -0.75935], [2.43251, -2.67162, 1.79450], [1.16377, 2.85722, 1.36938], [-2.23557, 0.82766, 1.91452], [-3.89713, -2.82756, 0.82528], [2.61075, -1.15979, -2.64000], [2.12888, 4.70516, -0.99360], [2.49490, 1.05091, -2.53753], [4.47407, -1.81251, 0.04424], [-3.01746, 0.71354, 2.66877], [1.31949, 2.57578, -4.26866], [0.60086, 1.61751, -5.55525], [1.40192, 3.86634, 1.72092], [0.23970, 0.96228, 6.10189], [-1.08324, 4.68042, 0.13199], [-1.30132, 0.51217, 2.38381], [0.43702, 2.42938, 2.06373], [3.94518, 0.78423, -0.29400], [-2.16379, 1.88919, 1.66976], [-3.88085, -3.38856, -0.11140], [-2.45755, 1.72350, -2.47813], [1.48043, -2.80892, 5.02034], [-1.75654, -1.15674, -3.75006], [-1.97479, 3.19648, -0.19312], [2.71436, 3.14728, -1.55830], [1.44622, 4.00325, -2.45464], [3.34638, -3.19850, -1.96454], [2.05318, -1.40107, -3.53025], [2.90628, -3.25314, 1.01886], [1.88742, 0.92359, -4.59856], [-0.78657, -3.98168, 2.35605], [-1.32509, 4.14540, -1.53178], [1.06516, 0.28606, 2.07501], [-0.52472, -1.01837, -4.99427], [-3.94429, -3.52296, 1.65752], [-5.01534, 0.22601, 0.26648], [-1.58166, 2.99614, -3.34668], [-1.59097, -0.85318, -1.62579], [-4.78836, -2.20585, 0.85195], [-1.68206, -2.88110, 3.22803], [2.67633, -4.16912, 3.28624], [-4.10617, 1.23684, -0.83519], [-2.44126, 1.74297, -4.23822], [2.08407, 2.26934, 1.40502], [-4.39880, -0.46032, -1.24714], [-0.09525, -1.64012, -3.39771], [1.82968, 0.59719, 5.50757]]}

---

[2]
{"formula": "C21H41N2O12P2S", "method": "the ωB97M-V functional and the def2-TZVPD basis", "e_tot_ev": -79390.9816, "max_force_ev_per_a": 2.52, "relative_energy_kj_mol": 229.14, "total_charge": 1, "homo_energy_ev": -11.18, "e_lumo_ev": -3.06, "species": ["S", "P", "P", "O", "O", "O", "O", "O", "O", "O", "O", "O", "O", "O", "O", "N", "N", "C", "C", "C", "C", "C", "C", "C", "C", "C", "C", "C", "C", "C", "C", "C", "C", "C", "C", "C", "C", "C", "H", "H", "H", "H", "H", "H", "H", "H", "H", "H", "H", "H", "H", "H", "H", "H", "H", "H", "H", "H", "H", "H", "H", "H", "H", "H", "H", "H", "H", "H", "H", "H", "H", "H", "H", "H", "H", "H", "H", "H", "H"], "xyz": [[5.34560, -2.02236, -0.78662], [1.52354, -5.27175, -0.41301], [3.97820, -3.35003, -0.28639], [-5.21817, 0.56393, 5.52067], [-4.01612, 6.48464, -3.35661], [-2.26310, 5.33265, -4.21954], [6.63679, 2.71172, -0.83003], [-5.48631, 0.39448, 3.37557], [-3.87275, 4.22136, -3.27495], [8.43613, 3.07162, 0.32718], [-3.62615, 1.43595, 4.15848], [7.14812, 1.28118, 0.85779], [-3.36619, -2.83206, -0.00392], [2.40273, -1.87365, 1.67468], [0.01065, -3.05343, 0.28527], [-3.34143, -0.89802, -1.28363], [2.21071, -1.38737, 0.38349], [5.47600, 1.93117, -1.09173], [0.77951, 0.11002, 1.72057], [-1.68286, 6.57480, -4.61952], [7.38496, 2.25601, 0.18761], [-4.45343, 0.99984, 6.64473], [-0.32252, -1.65589, 0.06271], [9.32702, 2.70641, 1.38184], [1.04197, -3.46805, -0.65929], [-3.05091, -1.53622, -2.62593], [-3.44261, 5.45350, -3.59303], [-5.02367, 0.64052, 2.05182], [1.11587, -5.89803, 1.31452], [0.53985, 0.92733, 2.60496], [-4.67126, 0.85692, 4.33536], [-1.68041, -1.32432, 0.81079], [2.30806, -2.46837, -0.64180], [0.87665, -0.64780, 0.36497], [-2.79783, 0.48544, -1.25548], [0.85510, -6.39234, -1.76249], [-2.86466, -1.71648, -0.19020], [-5.12941, 4.19619, -2.59691], [-2.33143, 7.09227, -5.32824], [-0.73686, 6.35505, -5.11345], [-4.01797, -1.55472, -3.21492], [-0.27212, -6.26540, -1.88784], [-4.06600, 0.14366, 1.88068], [-4.34754, 2.08604, 6.64068], [-3.47473, 0.51674, 6.65545], [2.96975, -0.69074, 0.22808], [-1.80552, -0.24661, 1.11945], [-1.48201, 7.20369, -3.75047], [0.59047, -3.37430, -1.71207], [-4.94139, 1.71330, 1.86532], [-1.66729, 0.43226, -1.40703], [4.19545, -4.48475, -1.11165], [-3.25835, 1.18698, -2.01452], [1.37394, -6.20137, -2.76222], [0.93246, 0.06728, -0.52244], [8.81506, 2.73397, 2.34525], [-1.73976, -2.03430, 1.70208], [10.13615, 3.43557, 1.39937], [-5.75551, 0.22608, 1.35900], [4.81114, 1.92711, -0.22425], [-2.98688, 0.96432, -0.23684], [0.31012, 1.76292, 3.32804], [-0.53374, -1.58248, -1.06342], [3.24020, -1.45837, 1.99682], [-2.66142, -2.58455, -2.40296], [-5.91511, 4.61923, -3.22487], [1.10839, -7.47615, -1.50703], [5.75152, 0.91197, -1.37208], [2.43787, -1.97234, -1.66326], [-4.99253, 0.70849, 7.54533], [1.24985, -7.03376, 1.27270], [4.94765, 2.38797, -1.92853], [-5.06534, 4.73014, -1.64707], [1.82082, -5.53278, 2.11902], [-2.28226, -0.88466, -3.14770], [0.02351, -5.71134, 1.53834], [9.75457, 1.71892, 1.20007], [-5.37667, 3.15477, -2.39024], [4.17050, -3.62880, 1.09689]]}

---

[3]
{"formula": "C21H42Br14N4O4", "method": "the ωB97M-V functional and the def2-TZVPD basis", "e_tot_ev": -1017196.4644, "max_force_ev_per_a": 6.54, "total_charge": 0, "homo_energy_ev": -7.01, "e_lumo_ev": -0.41, "species": ["Br", "Br", "Br", "Br", "Br", "Br", "Br", "Br", "Br", "Br", "Br", "Br", "Br", "Br", "O", "O", "O", "O", "N", "N", "N", "N", "C", "C", "C", "C", "C", "C", "C", "C", "C", "C", "C", "C", "C", "C", "C", "C", "C", "C", "C", "C", "C", "H", "H", "H", "H", "H", "H", "H", "H", "H", "H", "H", "H", "H", "H", "H", "H", "H", "H", "H", "H", "H", "H", "H", "H", "H", "H", "H", "H", "H", "H", "H", "H", "H", "H", "H", "H", "H", "H", "H", "H", "H", "H"], "xyz": [[-6.95238, 4.52428, -4.81632], [-3.78447, -4.45698, 8.59274], [2.98192, -0.25583, -0.94956], [-2.50881, -2.59798, 3.78879], [-1.70699, -7.35641, 2.44811], [-0.20757, -1.12597, -3.56229], [-0.69114, -5.73480, 7.04631], [-0.99938, 0.39635, -6.82722], [-3.37511, 5.14194, -5.46142], [0.58510, -3.87381, 2.24138], [7.50896, 1.69605, -1.00189], [2.52597, 2.00252, -3.83105], [5.91473, 3.21136, 1.96018], [0.02031, -9.43795, 4.95556], [1.19382, 2.94862, 1.28372], [-0.22128, 6.85225, -2.50026], [-2.47071, 6.66964, -2.24008], [0.98424, 3.13137, -0.06492], [-2.15280, 0.75482, 1.06986], [-1.12781, 3.72521, -1.19192], [-1.76048, 1.27542, -1.28422], [-0.09102, 2.36901, -2.82494], [-0.07705, 4.12317, -0.21489], [0.59141, -8.90763, 3.16866], [0.31857, -3.02203, 3.97401], [0.39019, -1.62660, -5.34972], [-4.91214, 6.29714, -5.77012], [4.16019, 1.23183, -3.09801], [-1.06710, 2.32539, -1.69950], [-0.95791, -4.88124, 8.77853], [0.11045, 3.84161, -3.19252], [-2.73219, 1.42005, -0.15826], [0.66000, -0.40865, -6.19762], [-0.97279, -3.47283, 4.61094], [-2.24886, -5.33078, 9.41595], [-1.35557, 6.06616, -2.39982], [5.61051, 1.47360, 1.13258], [-1.18474, 4.47572, -2.48905], [-5.92084, 6.17192, -4.65591], [6.90276, 0.86128, 0.65275], [-1.71049, -0.64164, 0.76417], [3.93933, -0.19138, -2.64764], [0.19224, -7.48455, 2.86695], [7.71669, 0.95069, 1.37144], [-2.07255, 3.98082, -3.01091], [3.36542, -0.78590, -3.35878], [-0.60288, 4.30180, 0.79275], [-1.14068, -4.54588, 4.53631], [0.36701, -1.94541, 3.81075], [1.01524, 1.98823, 1.42016], [-1.59171, 0.38739, -1.79669], [-0.37259, -2.28332, -5.76752], [0.11157, 3.80860, -4.33291], [-2.28231, -5.03329, 10.46593], [-2.45422, -1.22222, 0.10066], [-1.00664, -3.17691, 5.66051], [0.38332, -6.79885, 3.69229], [1.20313, -0.68501, -7.10378], [-2.41609, -6.40485, 9.34213], [0.70524, -7.12338, 1.97401], [0.40331, 5.11605, -0.52399], [-6.65860, 6.97468, -4.71399], [1.21172, 0.36959, -5.67228], [0.17033, -9.63155, 2.47178], [-3.76678, 0.97448, -0.40277], [5.16349, 0.85975, 1.91667], [4.88276, 1.62354, 0.33589], [1.12835, 4.03711, -2.68958], [-5.31451, 6.03745, -6.74920], [-0.91003, -3.80478, 8.61423], [-0.64960, -0.65541, 0.29729], [4.89390, -0.68440, -2.45489], [-1.27334, 1.28526, 1.23976], [-0.10337, -5.19082, 9.38287], [1.17288, -3.33260, 4.57842], [1.30813, -2.19624, -5.19320], [-4.50490, 7.30912, -5.80590], [6.75873, -0.19187, 0.40231], [4.49213, 1.89246, -2.29769], [-2.92890, 2.50528, 0.15189], [-1.61404, -1.24328, 1.74053], [-5.46970, 6.17019, -3.66375], [4.88287, 1.26808, -3.91563], [1.67870, -9.00768, 3.17724], [0.71747, 1.92339, -2.34442]]}